A cluster of 2 separate species, C16H38O3P in total. Source: the Open Molecules 2025 dataset; level of theory: ωB97M-V with the def2-TZVPD basis set.

- total charge = -1
- maximum force (eV/Å) = 0.4
- E (eV) = -32638.8787

Last column: Mulliken charge in e.
Positions of all 58 atoms, in Å:
1 C -5.973 -0.219 0.585  -1.342
2 C -5.240 0.814 -0.294  -0.202
3 C -3.842 0.355 -0.673  -0.607
4 C -3.024 1.325 -1.530  -0.744
5 C -3.079 2.815 -1.188  -0.563
6 C -2.110 3.314 -0.110  -1.094
7 P -1.982 2.356 1.511  1.032
8 O -1.786 1.451 3.044  -0.583
9 C -0.552 0.812 3.038  -0.755
10 C 0.452 1.841 2.474  0.322
11 C 1.766 1.313 1.847  0.668
12 C 2.924 2.204 2.292  -1.956
13 C 2.112 -0.160 2.120  -0.705
14 C 1.353 -1.187 1.266  -0.925
15 O -0.225 2.658 1.576  -0.516
16 H -6.813 -0.663 0.053  0.316
17 H -5.294 -1.015 0.884  0.360
18 H -6.360 0.245 1.489  0.322
19 H -5.829 1.005 -1.194  0.422
20 H -5.180 1.756 0.245  0.184
21 H -3.951 -0.576 -1.242  0.417
22 H -3.298 0.097 0.236  0.349
23 H -3.335 1.193 -2.570  0.429
24 H -1.979 1.015 -1.473  0.208
25 H -4.094 3.122 -0.937  0.354
26 H -2.831 3.349 -2.111  0.340
27 H -2.437 4.318 0.180  0.285
28 H -1.116 3.433 -0.543  0.358
29 H -2.223 3.545 2.299  -0.140
30 H -3.404 2.072 1.538  -0.056
31 H -1.676 1.109 0.820  -0.741
32 H -0.600 -0.115 2.466  0.277
33 H -0.253 0.583 4.065  0.413
34 H 0.745 2.445 3.349  0.081
35 H 1.666 1.416 0.765  0.138
36 H 3.873 1.854 1.880  0.470
37 H 3.005 2.188 3.379  0.419
38 H 2.769 3.234 1.977  0.355
39 H 1.998 -0.395 3.180  0.245
40 H 3.176 -0.277 1.901  0.440
41 H 2.036 -1.974 0.940  0.161
42 H 0.561 -1.684 1.815  0.410
43 H 0.929 -0.733 0.373  0.139
44 C 4.826 -4.516 -3.800  -1.024
45 C 3.401 -4.329 -3.307  -0.331
46 O 3.293 -4.139 -1.911  -0.426
47 C 3.956 -2.998 -1.392  -0.319
48 C 3.478 -1.680 -1.974  -1.094
49 H 5.317 -5.322 -3.253  0.283
50 H 4.822 -4.768 -4.862  0.387
51 H 5.424 -3.611 -3.678  0.265
52 H 2.821 -5.229 -3.512  0.337
53 H 2.916 -3.508 -3.848  0.298
54 H 5.042 -3.098 -1.515  0.299
55 H 3.755 -3.021 -0.321  0.290
56 H 3.721 -1.590 -3.035  0.373
57 H 3.954 -0.850 -1.452  0.376
58 H 2.398 -1.580 -1.864  0.302